ORCA calculation (ωB97M-V/def2-TZVPD) on a molecular structure, C51H52CsN14PSSe2.

HOMO level, hartree: -0.256
Relative energy (zero: lowest compared OMol25 entry of this formula, charge and spin), eV: 0.258
E_tot, eV: -225959.8797

XYZ file:
```
122
Properties=species:S:1:pos:R:3:forces:R:3:lowdin_charge:R:1
Cs -0.8229 1.1808 -0.4927 -0.4 0.4 0.4 0.78
Se 2.3870 1.1779 0.1097 0.6 -0.2 0.1 0.22
Se 3.9278 -1.7589 1.8543 -0.1 0.1 0.1 0.25
S -2.0609 -2.8361 1.6348 0.0 0.1 0.1 0.73
P 4.1280 0.0919 0.7308 0.1 0.1 0.0 0.14
N -0.5467 3.6065 3.1343 0.1 -0.2 0.0 0.06
N -2.1819 0.0364 -2.7832 0.0 -0.1 -0.6 -0.01
N 0.5365 0.0727 -4.0924 0.1 -0.1 -0.1 0.13
N 1.0670 -4.3371 -1.9495 0.1 -0.1 -0.1 0.06
N -0.1993 -4.3918 2.7379 0.1 -0.3 -0.1 -0.06
N -5.3581 -0.3161 -0.3703 0.0 0.2 0.1 0.13
N 2.0410 0.5888 3.7472 0.1 -0.2 0.1 0.11
N -0.0378 -1.9110 -0.9455 -0.1 0.1 0.0 -0.08
N -1.4658 3.4545 2.1347 0.0 -0.2 -0.1 0.01
N 0.0127 1.3355 2.8273 -0.3 0.3 -0.1 0.11
N -3.3254 3.3471 0.1083 0.0 -0.1 -0.1 0.08
N -3.7300 -1.2971 -1.7160 0.2 0.0 0.2 0.14
N -1.2007 1.6891 -4.2158 0.1 0.1 0.1 0.16
N -1.6808 -5.4466 1.3584 0.1 -0.2 0.1 -0.08
C 2.7572 4.1862 5.6888 0.0 -0.1 -0.1 -0.08
C 3.6683 3.1357 5.8226 0.0 0.0 0.0 -0.08
C -5.0562 3.7215 1.7138 0.0 0.0 -0.1 -0.03
C -5.6051 3.5332 -0.5971 0.0 0.0 0.0 -0.05
C 1.6169 -3.7283 -0.6826 0.0 -0.1 -0.1 -0.10
C 1.6287 4.0242 4.9102 0.0 0.0 0.1 -0.02
C 0.9274 0.4526 3.0087 0.1 -0.1 -0.2 -0.25
C -3.7240 3.5283 1.3699 0.2 0.0 0.3 -0.27
C -4.9260 -1.3793 -1.0496 0.0 -0.3 -0.1 -0.38
C 1.3807 2.8140 4.2626 -0.1 0.0 0.0 -0.08
C -6.3166 1.7184 -4.1207 0.0 0.0 0.0 -0.09
C 1.8391 -0.1690 -3.9398 0.0 0.0 0.1 -0.17
C -2.1925 1.0454 -3.7054 0.1 -0.2 0.2 -0.36
C 1.3516 -2.2359 -0.7443 0.1 0.2 0.0 -0.25
C -4.2490 3.3492 -0.8420 -0.1 0.0 0.0 -0.12
C 0.2173 2.6039 3.3725 0.2 0.0 0.2 -0.30
C 6.4480 0.7105 2.1505 -0.1 0.0 0.0 -0.11
C 6.9622 2.8720 3.0677 0.0 -0.1 0.0 -0.09
C -0.4137 -4.0547 -2.0861 0.1 -0.1 0.0 -0.09
C -6.0120 3.7235 0.7103 -0.1 0.0 0.0 -0.07
C -4.1119 2.3923 -4.8459 -0.1 0.0 0.0 -0.02
C -6.4761 -0.4416 0.3390 -0.1 0.0 0.1 -0.16
C 5.2326 1.2018 1.6725 0.0 0.0 0.0 -0.42
C 6.4196 0.5267 -2.6332 0.0 0.0 0.0 -0.09
C 7.3099 1.5432 2.8381 0.0 0.1 0.1 -0.08
C -2.9643 -5.5457 0.6837 -0.1 0.1 -0.1 -0.13
C -5.7839 0.7562 -3.2660 -0.1 0.0 0.0 -0.02
C 2.2961 1.7778 4.4134 0.1 0.0 -0.1 -0.19
C 5.7551 3.3602 2.6020 -0.1 0.0 0.0 -0.08
C 1.0198 2.3780 -3.6579 0.0 0.0 0.0 -0.04
C 6.4235 -0.7482 -3.1848 0.0 0.0 0.0 -0.10
C 5.7737 -1.7818 -2.5287 0.0 0.0 0.0 -0.09
C 0.1281 1.3355 -3.9591 -0.4 0.1 -0.1 -0.38
C 5.1031 -0.2664 -0.7777 -0.1 -0.1 0.0 -0.40
C -4.4079 0.6271 -3.2159 0.0 -0.1 0.1 -0.09
C 2.7897 0.7821 -3.6303 0.0 0.0 0.0 -0.09
C -7.2249 -1.6002 0.4203 0.0 0.0 0.0 -0.09
C 5.7580 0.7679 -1.4410 0.0 0.0 0.0 -0.09
C 2.3551 2.0958 -3.4844 0.0 -0.1 0.1 -0.09
C 5.1222 -1.5419 -1.3264 0.0 0.0 0.0 -0.13
C -5.4955 2.5350 -4.8933 0.0 0.0 0.0 -0.08
C -6.7672 -2.7105 -0.2863 -0.1 0.0 0.1 -0.09
C -2.6912 3.5316 2.4393 -0.2 0.1 -0.3 -0.10
C -1.2796 -4.2745 1.9390 0.0 0.2 0.0 -0.86
C -0.6153 -2.5488 -2.1076 -0.3 0.0 0.0 -0.21
C 4.8901 2.5261 1.9024 0.0 0.0 0.0 -0.12
C -3.4572 -0.2858 -2.4758 0.1 0.3 -0.2 -0.34
C 3.4463 1.9336 5.1862 -0.1 0.1 0.0 -0.02
C -5.6100 -2.6064 -1.0172 0.0 0.0 0.0 -0.03
C -3.6007 1.4280 -4.0038 0.1 0.1 -0.1 -0.13
C 0.4195 -3.3007 3.4629 -0.1 0.2 0.0 -0.10
H -5.2161 -3.4379 -1.5848 0.0 0.0 0.0 0.10
H 4.5585 3.2628 6.4233 0.0 0.0 0.0 0.10
H -7.0590 3.8611 0.9507 0.0 0.0 0.0 0.11
H 3.9432 2.8980 1.5312 0.0 0.0 0.0 0.05
H 1.2543 -2.8620 2.9095 0.0 0.0 0.0 0.03
H -8.1196 -1.6372 1.0229 -0.1 0.0 0.0 0.09
H -5.3315 3.8603 2.7497 0.0 0.0 0.1 0.11
H 0.7756 -3.6742 4.4205 0.1 0.0 0.0 0.09
H 6.7063 -0.3287 1.9899 0.0 0.0 0.0 0.09
H -6.7859 0.4459 0.8791 0.0 0.1 0.0 0.10
H 0.8413 -0.5105 2.5178 -0.1 -0.1 0.0 0.10
H 6.9330 1.3352 -3.1354 0.0 0.0 0.0 0.11
H 0.9157 4.8252 4.7804 0.0 0.0 0.0 0.11
H -0.1702 -2.1085 -3.0052 0.0 0.0 -0.1 0.10
H 1.2623 -5.3406 -1.9945 -0.1 0.2 0.0 0.18
H -5.9388 3.2817 -5.5384 0.0 0.0 0.0 0.10
H -0.8823 -4.5130 -1.2140 0.0 0.0 0.0 0.11
H 5.7939 -2.7821 -2.9435 0.0 0.0 0.0 0.10
H 1.7357 -1.7794 0.1691 -0.1 0.0 -0.1 0.02
H 2.1430 -1.2065 -4.0713 0.0 0.0 0.0 0.09
H -3.8992 3.1862 -1.8547 0.0 0.0 -0.1 0.10
H 1.9309 -1.7947 -1.5646 0.1 0.0 0.0 0.11
H -0.5932 -2.1199 -0.1217 0.0 0.0 0.1 0.00
H 4.6490 -2.3492 -0.7805 0.0 0.0 0.0 0.04
H 5.4728 4.3882 2.7878 0.0 0.0 0.0 0.11
H 0.6296 3.3827 -3.5722 0.0 0.0 0.0 0.11
H 4.1567 1.1211 5.2616 0.0 -0.1 0.0 0.12
H 0.2845 -5.2785 2.7406 -0.1 0.1 0.1 0.13
H -3.0761 -4.7239 -0.0267 0.0 -0.1 0.1 0.04
H 3.0514 2.8815 -3.2241 0.0 0.0 0.0 0.11
H 2.6774 -3.9732 -0.6211 0.0 0.1 0.0 0.12
H 3.8239 0.5028 -3.4873 0.0 0.0 0.0 0.08
H -3.7991 -5.4876 1.3867 0.0 0.0 0.0 0.09
H -6.3091 3.5022 -1.4164 0.0 0.0 0.0 0.10
H -6.4327 0.1433 -2.6554 0.0 0.0 0.0 0.10
H -2.9925 -6.4953 0.1556 0.0 -0.1 0.0 0.08
H -1.6915 -2.3394 -2.1520 0.2 0.0 0.0 0.09
H 7.6338 3.5197 3.6139 0.0 0.0 0.0 0.10
H -1.4046 -6.2829 1.8572 0.0 0.1 -0.1 0.13
H 1.0740 -4.2025 0.1372 0.0 0.0 0.0 0.12
H 6.9434 -0.9362 -4.1142 0.0 0.0 0.0 0.10
H 5.7450 1.7667 -1.0245 0.0 0.1 0.0 0.11
H 1.5402 -3.8943 -2.7442 0.0 -0.1 0.1 0.18
H -7.3909 1.8376 -4.1787 0.0 0.0 0.0 0.10
H 2.7571 -0.1283 3.6519 -0.1 0.1 0.0 0.05
H 2.9377 5.1262 6.1886 0.0 0.1 0.0 0.10
H 8.2528 1.1595 3.2032 0.0 0.0 0.0 0.10
H -3.4516 3.0099 -5.4373 0.0 0.0 0.0 0.11
H -3.0291 3.6268 3.4732 0.0 0.1 0.0 0.12
H -0.7490 -4.5463 -2.9982 -0.1 0.0 0.0 0.13
H -0.3339 -2.5321 3.6354 0.1 -0.1 0.0 0.05
H -7.3160 -3.6439 -0.2621 0.0 0.0 0.0 0.10
```
Forces are in eV/Å.

=====

ORCA calculation (ωB97M-V/def2-TZVPD) on a single C2H6OSi molecule in a non-equilibrium geometry.

SMILES: C[Si](C)=O
HOMO level, hartree: -0.359
Relative energy (zero: lowest compared OMol25 entry of this formula, charge and spin), eV: 0.000
E_tot, eV: -12096.8506

XYZ file:
```
10
Properties=species:S:1:pos:R:3:forces:R:3:lowdin_charge:R:1
Si 0.3279 -0.5453 0.3224 0.9 -1.8 1.0 0.56
O 0.9135 -1.7802 1.0736 -0.6 1.5 -1.1 -0.37
C -0.6449 0.6761 1.2838 0.4 0.5 -0.4 -0.18
C 0.4595 -0.2723 -1.5051 -0.3 0.3 0.3 -0.18
H 1.4652 -0.0394 -1.8157 0.4 0.4 0.0 0.03
H -1.6868 0.4261 1.2061 -0.7 0.0 -0.2 0.03
H -0.2413 0.4853 -1.8680 0.2 -0.1 0.0 0.04
H -0.4861 1.7147 0.9751 -0.1 -0.2 0.0 0.04
H -0.3707 0.5469 2.3126 0.2 0.0 0.6 0.03
H 0.2638 -1.2119 -1.9849 -0.3 -0.6 -0.3 0.02
```
Forces are in eV/Å.

=====

ORCA calculation (ωB97M-V/def2-TZVPD) on 2 unconnected molecules or ions with the total composition C6H9NO in a non-equilibrium geometry.

HOMO level, hartree: -0.282
Relative energy (zero: lowest compared OMol25 entry of this formula, charge and spin), eV: 4.257
E_tot, eV: -9901.3468

XYZ file:
```
17
Properties=species:S:1:pos:R:3:forces:R:3:lowdin_charge:R:1
O -2.4050 0.2205 -1.1573 0.1 0.0 0.0 -0.05
N 1.9238 0.1011 -1.5381 -0.8 -0.7 -0.1 0.08
C -0.2447 -1.4849 0.9478 -0.2 -0.5 0.2 -0.16
C -0.4128 0.8982 1.2519 0.2 0.5 -0.2 -0.28
C 0.6185 1.0835 0.2132 -0.9 -0.6 -0.7 -0.02
C 0.9728 0.0033 -0.5093 1.4 0.6 -0.8 -0.34
C 0.5185 -1.2968 -0.1517 1.1 -0.2 1.1 0.01
C -0.9308 -0.4344 1.5725 -0.6 0.3 0.8 -0.02
H 1.0053 -2.1976 -0.5087 -0.1 0.2 -0.9 0.12
H 0.0759 1.1770 2.2147 -0.2 -0.1 0.1 0.15
H -1.2151 1.6407 1.1725 0.0 0.0 0.1 0.12
H 2.6500 -0.5927 -1.5068 0.2 0.3 -0.3 0.08
H -3.3086 0.4177 -0.9008 -0.1 0.0 0.0 0.04
H -1.9889 -0.0777 -0.3383 -0.2 -0.1 -0.1 -0.02
H 2.1262 1.0142 -1.8962 0.4 0.0 0.1 0.08
H 0.9745 2.0420 -0.1325 0.2 0.3 0.5 0.11
H -0.3597 -2.5142 1.2673 -0.4 0.0 0.1 0.09
```
Forces are in eV/Å.

=====

ORCA calculation (ωB97M-V/def2-TZVPD) on a molecular structure, C27H44N6OPdS2 in a non-equilibrium geometry.

HOMO level (alpha / beta), hartree: -0.528 / -0.528
Relative energy (zero: lowest compared OMol25 entry of this formula, charge and spin), eV: 2.384
E_tot, eV: -64837.3708
Net charge: +2

XYZ file:
```
81
Properties=species:S:1:pos:R:3:forces:R:3:lowdin_charge:R:1
Pd 1.4080 -0.6248 -0.7969 -3.2 -3.2 -0.4 0.69
S 2.4949 -2.8337 -0.9247 -0.6 1.6 -0.6 0.80
S 3.2047 1.0335 -0.9258 1.8 2.9 -1.4 0.83
O 3.5819 -0.0997 -0.0325 -0.3 -1.4 0.9 -0.57
N 3.4551 -4.0171 2.5988 0.2 -0.4 1.1 0.15
N 3.4597 -4.0592 1.2601 -0.7 1.0 -0.6 0.06
N -0.6395 -1.6399 -0.9103 1.3 1.0 -0.1 0.04
N 1.4308 -1.2480 1.7535 -0.1 0.2 0.3 0.10
N 2.2396 -2.3790 1.8003 0.4 -0.5 -0.3 -0.07
N -0.1513 0.9754 -1.0376 1.0 -0.2 0.5 0.01
C -5.6923 -2.2426 -0.3931 0.2 -0.2 0.0 -0.05
C -2.1205 -3.4998 -1.0063 0.1 0.4 0.1 0.03
C -4.6289 -4.3238 0.4665 0.0 0.1 -0.1 -0.03
C 2.7277 -3.0697 0.7187 0.2 -0.2 0.9 -0.67
C -4.0076 4.0342 -0.8905 0.1 0.1 0.1 -0.02
C -4.6144 -3.2920 -0.6741 -0.3 -0.2 0.0 -0.56
C 2.7277 -3.0076 2.9365 0.1 -0.1 -0.2 -0.31
C 2.4299 -2.5568 4.3035 0.0 0.0 0.2 0.02
C 3.8460 0.6149 -2.5988 -0.2 -0.2 0.3 -0.31
C 3.7382 2.9281 0.9809 0.0 -0.1 0.2 -0.29
C -0.8606 -2.9372 -1.0773 0.0 -0.7 -0.1 -0.11
C -2.3623 5.3370 0.4670 0.0 -0.2 0.0 -0.05
C -2.9867 -1.3226 -0.6525 0.4 0.0 0.0 0.08
C -2.2873 1.5688 -0.1708 0.2 -0.4 -0.2 0.07
C 4.2303 2.4705 -0.3853 -0.5 -0.4 -0.3 -0.29
C -4.9295 -3.9932 -2.0056 0.0 0.1 0.1 -0.02
C -2.9859 3.9561 0.2589 -0.2 0.2 0.0 -0.56
C -0.7185 3.2684 -0.6842 -0.1 -0.2 -0.1 0.04
C -1.3788 0.6164 -0.6180 -0.2 0.4 0.1 -0.18
C -1.9714 2.9274 -0.1752 0.3 -0.1 -0.1 -0.13
C -3.6748 3.5364 1.5643 0.1 0.1 -0.1 -0.03
C -1.6869 -0.8237 -0.7117 -0.3 -0.1 0.1 -0.18
C 6.3638 0.5238 -2.1709 0.0 -0.2 0.0 -0.09
C 0.1453 2.2710 -1.0923 0.0 0.3 -0.1 -0.12
C -3.2327 -2.6897 -0.7731 0.2 0.1 0.0 -0.13
C 5.1069 -0.2337 -2.5804 0.1 0.1 0.2 -0.28
C 4.3767 2.1207 2.1073 -0.1 0.1 0.0 -0.10
H 1.3568 -2.5191 4.4772 -0.1 0.0 0.1 0.09
H 7.2471 -0.0337 -2.4713 0.1 0.0 0.0 0.09
H -4.8791 -3.2871 -2.8318 0.0 0.0 -0.1 0.10
H -4.7294 4.8194 -0.6870 -0.1 0.1 0.0 0.10
H 0.5805 -1.3939 2.3027 0.3 -0.1 -0.2 0.13
H -1.9775 5.7518 -0.4604 0.1 0.1 -0.1 0.09
H 3.8929 2.3375 3.0562 0.0 0.0 0.1 0.08
H 2.8525 -1.5708 4.4824 0.0 0.1 0.1 0.09
H -2.2274 -4.5633 -1.1327 0.0 -0.1 -0.1 0.12
H -4.4010 4.2951 1.8445 -0.1 0.0 0.0 0.10
H 5.4312 2.3704 2.2011 0.1 0.0 0.0 0.09
H 3.9732 3.9857 1.1150 -0.1 0.0 -0.1 0.12
H -3.5078 4.2654 -1.8291 0.0 0.0 -0.1 0.10
H 2.8745 -3.2569 5.0020 0.0 0.0 0.1 0.10
H -3.2520 1.2487 0.1867 -0.1 -0.1 0.0 0.11
H -3.8152 -0.6459 -0.5285 0.0 0.1 0.0 0.11
H -4.4124 -3.8469 1.4205 0.0 0.0 0.1 0.09
H 4.0858 3.2298 -1.1507 0.0 0.1 -0.2 0.10
H 0.0069 -3.5539 -1.2727 -0.1 0.0 0.0 0.06
H 6.4091 1.5010 -2.6472 0.1 0.1 0.0 0.09
H -3.1230 6.0202 0.8346 -0.1 0.1 0.0 0.10
H 5.2707 2.1567 -0.3536 0.0 0.0 -0.1 0.08
H -5.5127 -1.7409 0.5559 0.0 0.1 0.1 0.09
H 1.9328 -0.4334 2.1178 0.0 -0.4 -0.1 0.11
H -6.6620 -2.7294 -0.3279 0.0 0.0 0.0 0.10
H 2.6473 2.8302 1.0195 0.0 0.1 0.0 0.09
H -4.2375 -4.8076 -2.2035 0.1 -0.1 -0.1 0.08
H -2.9462 3.4505 2.3683 0.0 0.0 0.1 0.10
H -5.9341 -4.4067 -1.9695 -0.1 0.0 0.0 0.10
H -0.4016 4.2954 -0.7666 0.0 0.1 0.0 0.12
H 6.4226 0.6464 -1.0922 0.0 0.0 0.1 0.06
H 4.2941 1.0547 1.9042 0.1 -0.1 0.1 0.05
H 4.9483 -1.0802 -1.9077 0.0 0.0 -0.1 0.08
H -3.9079 -5.1208 0.3042 0.1 -0.1 0.0 0.08
H 3.0119 0.0576 -3.0566 0.2 0.3 0.1 0.08
H -4.2075 2.5946 1.4764 -0.1 -0.1 0.0 0.08
H 5.2458 -0.6375 -3.5844 -0.1 0.0 0.0 0.12
H 3.9871 -4.7693 0.7719 0.0 0.1 0.0 0.18
H -5.7485 -1.5084 -1.1926 -0.1 0.2 -0.1 0.09
H 3.9817 1.5568 -3.1287 -0.1 0.1 -0.1 0.10
H 1.1161 2.5254 -1.4985 -0.1 0.0 0.1 0.09
H -5.6163 -4.7747 0.5290 -0.1 0.0 0.0 0.10
H -1.5625 5.3014 1.2036 0.1 0.0 0.1 0.10
H -4.5446 3.0967 -1.0089 -0.1 -0.1 0.0 0.09
```
Forces are in eV/Å.

=====

ORCA calculation (ωB97M-V/def2-TZVPD) on a molecular structure, C3H9N2S in a non-equilibrium geometry.

HOMO level (alpha / beta), hartree: -0.469 / -0.469
Relative energy (zero: lowest compared OMol25 entry of this formula, charge and spin), eV: 3.947
E_tot, eV: -17062.2198
Net charge: +1

XYZ file:
```
15
Properties=species:S:1:pos:R:3:forces:R:3:lowdin_charge:R:1
S -1.4354 0.0421 -0.6441 0.7 0.0 -0.6 0.97
N 1.1877 -0.6495 0.0394 0.3 -3.1 1.7 -0.15
N -1.6468 -0.6591 0.8542 -1.4 -1.7 0.0 -0.27
C 0.4520 -1.2776 -0.9542 -0.2 0.0 -0.3 -0.15
C 1.6478 0.5594 -0.0330 1.6 2.1 -0.6 0.00
C -0.8333 1.4777 -0.1997 1.5 0.4 -0.8 -0.34
H -0.5043 2.1204 -1.0259 -0.7 0.0 0.5 0.05
H 1.9003 1.0513 -1.0248 -0.8 -0.8 1.3 0.13
H 1.3492 -1.0611 1.0430 -1.0 0.5 -2.7 0.22
H 2.2769 0.8779 0.8375 -1.0 0.0 -0.9 0.12
H 0.6901 -0.9016 -1.9399 0.1 0.4 0.0 0.08
H -0.6535 1.7806 0.8225 -0.1 -0.1 0.0 0.05
H -2.0776 -1.6240 0.6240 0.5 2.0 1.1 0.11
H -2.2757 -0.0278 1.3838 0.1 -1.0 -0.2 0.08
H 0.2297 -2.3759 -1.1012 0.4 1.3 1.4 0.12
```
Forces are in eV/Å.